ORCA calculation (ωB97M-V/def2-TZVPD) on a structure of composition C31H57N2O2P2Sn in a non-equilibrium geometry.

XYZ file:
```
95
Properties=species:S:1:pos:R:3:forces:R:3
C 2.21343 -2.39745 0.28709 0.4 0.7 0.2
C 2.13016 0.41434 -2.93523 -0.1 0.0 0.2
N -1.63483 -0.27495 -1.10042 -0.1 -0.6 0.9
C -3.48676 0.49329 -3.21702 -0.3 -0.2 0.2
H 1.57701 2.29704 5.33723 0.1 -0.2 -0.1
H 1.07952 -3.56867 -1.91767 -0.2 0.0 0.0
C -1.77650 3.23736 -0.12347 -0.3 -0.2 0.3
C -1.63969 -1.01969 -4.00899 0.1 -0.4 0.2
H -2.31932 -2.72248 -0.95522 0.2 -0.3 0.2
C -1.96310 0.36733 -3.44920 0.1 0.2 0.5
H -0.58033 -3.85406 -2.47862 0.2 0.1 0.3
H 1.15519 5.47329 -0.42253 0.0 -0.3 -0.2
H -0.11699 -2.23757 -1.93397 0.1 -0.3 0.0
H -1.98556 -1.79408 -3.31335 0.1 0.1 -0.2
H 3.98694 -2.20683 -1.77130 -0.1 0.2 -0.2
H 2.59580 2.47443 3.89450 -0.3 -0.4 0.2
H -1.63753 2.43368 -4.10991 0.1 -0.1 -0.1
H 0.70183 -5.61340 2.33746 0.3 0.3 0.0
O 1.46233 0.47354 2.46894 -0.2 0.1 0.3
H 2.20275 -4.75389 1.89168 -0.1 -0.1 0.2
H 2.62556 -3.34788 -0.09711 -0.4 0.3 0.3
H -0.92616 5.22133 0.31095 -0.2 -0.1 0.1
H 0.38491 0.31700 4.25228 0.3 0.2 0.0
H 0.16931 2.20406 -2.58152 -0.4 -0.3 0.2
C 1.38165 -2.51957 3.63938 0.1 0.2 0.0
C 0.91287 1.09450 3.67966 -0.1 -0.2 -0.2
H 0.82584 -1.61043 3.89185 0.1 -0.2 -0.2
C 1.36234 -4.77601 2.59526 0.1 -0.4 -0.2
C 2.00768 1.75163 4.48859 0.1 0.1 0.1
H 2.42211 0.38663 2.60707 -0.4 -0.1 -0.1
P 0.50615 -2.64318 0.94540 0.0 -0.8 0.1
H -2.23013 -2.94630 0.78360 0.0 -0.2 -0.1
H 3.47331 3.12610 0.57787 -0.3 0.0 -0.3
H -1.30679 4.00455 -2.13888 -0.2 0.0 0.1
C -2.90436 2.37623 0.48773 -0.1 -0.1 0.0
N 1.37262 -0.36253 -0.81488 -1.0 -0.1 0.2
C -0.43958 -3.68929 -0.32694 -0.4 0.2 -0.1
H -1.45936 4.32740 1.76073 0.0 0.1 -0.2
H 0.14405 1.80474 3.34588 0.2 -0.1 0.0
H 2.89886 2.29046 -0.88041 0.0 0.0 0.2
H -3.86938 2.84542 0.23979 0.3 -0.1 0.1
C -0.16012 -5.18330 -0.11997 0.1 -0.2 0.2
C -1.96088 -3.41048 -0.17504 -0.1 0.1 -0.1
C 2.27906 -1.35180 -0.82499 0.0 0.1 0.1
C 1.35190 3.38975 0.22872 0.2 -0.4 0.4
C 3.22216 -1.43509 -1.83683 -0.1 0.0 -0.2
Sn -0.52551 -0.22750 0.72344 1.5 -0.1 -2.0
C -0.82011 -3.61800 3.18131 -0.1 -0.2 -0.1
H -2.51007 -4.36205 -0.25412 0.1 0.4 0.0
H -3.96856 -0.48741 -3.32880 0.1 0.3 0.0
H 2.38003 4.54420 -1.30161 -0.3 0.0 0.2
H -3.71650 0.82452 -2.19744 0.0 0.0 -0.3
H -0.39601 1.26620 -4.65525 -0.1 0.1 -0.1
C 0.61761 -3.43233 2.66309 -0.3 0.3 0.4
H 0.81741 5.00490 1.63801 0.1 -0.4 0.0
H 2.37468 -2.23989 3.26716 -0.1 -0.1 0.1
C -2.14734 3.59756 -1.56602 -0.1 -0.1 -0.4
H -2.00033 1.28803 -5.39974 0.2 0.0 0.4
H -2.14313 -1.18525 -4.97039 0.1 0.2 0.2
H 1.53264 -3.06810 4.58190 -0.1 0.1 -0.4
H -2.83627 2.32240 1.58165 0.1 0.1 -0.1
C 1.37477 4.48952 -0.85302 0.2 0.2 -0.4
H 0.62409 3.37603 2.31515 0.2 0.2 0.0
H 2.23585 4.06749 2.11387 -0.3 0.0 -0.3
C 0.02848 -3.30926 -1.74079 0.0 0.4 -0.1
H -2.92619 1.35608 0.08810 -0.1 0.2 -0.1
H 2.55691 1.62671 0.73862 0.0 0.2 -0.2
H 2.86550 -2.07712 1.12628 -0.3 -0.2 -0.3
H 2.68016 0.98308 4.89353 -0.1 0.2 -0.1
H 0.91460 -5.40687 -0.10777 -0.3 -0.1 0.0
C -2.55582 -0.54560 2.81176 -1.6 1.8 2.2
C 0.05121 1.41314 -1.82728 -0.3 -0.1 0.7
C -1.46339 1.40549 -4.44552 0.1 0.3 -0.1
H -2.92494 4.37863 -1.53012 0.2 -0.3 0.0
C 3.13496 -0.55520 -2.92181 -0.1 0.1 0.5
H 2.01821 1.11724 -3.75869 0.1 -0.2 0.1
H 0.68379 4.30523 -1.68290 0.1 0.2 0.1
H -1.41949 -4.26130 2.52632 0.1 0.1 0.2
C 1.24051 3.99273 1.65358 -0.1 0.1 0.2
C 2.63949 2.54863 0.15201 0.1 -0.3 0.0
C 1.25489 0.48984 -1.85163 0.3 -0.2 0.0
H -0.55927 -1.13937 -4.15907 -0.1 0.0 -0.1
H -3.95958 1.18355 -3.92857 0.2 -0.2 0.2
C -1.24086 0.46352 -2.03398 0.5 0.8 -0.7
H -1.35013 -2.66074 3.28585 0.2 -0.2 0.0
H -0.60762 -5.72806 -0.96750 0.2 0.3 0.2
O -3.17400 -0.08544 3.65683 1.7 -1.5 -2.4
H 1.78117 -4.99976 3.58791 -0.1 0.2 -0.3
H -0.63298 -5.56784 0.79214 0.2 0.1 -0.3
C -1.67483 4.52661 0.70492 0.2 0.1 0.2
H 3.83563 -0.63363 -3.74398 0.0 0.0 0.0
P -0.14620 2.25943 -0.11106 0.0 0.4 -0.5
H -0.77883 -4.09173 4.17392 0.0 0.1 -0.3
H -2.56068 2.73217 -2.10474 0.1 0.3 0.1
H -2.65192 5.03436 0.66622 0.3 -0.2 -0.1
```
Positions in Å, forces in eV/Å.

Its total charge is +3. As for the calculated total energy: -64530.2049 eV. The value obtained for the HOMO energy (alpha / beta) is -0.630 / -0.630 Eh. The calculation puts the LUMO energy (alpha / beta) at -11.32 / -11.32 eV.